Entry 1:
113
Properties=species:S:1:pos:R:3:forces:R:3 method="wB97M-V/def2-TZVPD" fmax_ha_per_bohr=0.1786 homo_ev=-9.005
C 3.80571 1.01795 -0.06803 -2.67 -0.07 -8.79
C 3.32369 0.86713 -1.38162 2.13 1.45 8.31
C 2.44572 0.81838 -2.78220 1.11 0.19 0.22
C 2.33332 -0.66992 -3.45839 0.66 -0.08 -0.53
C 2.00802 -1.89003 -2.41444 0.44 0.66 0.69
C 0.57422 -1.77671 -1.63004 -1.46 -1.45 0.28
C 0.27441 -3.30024 -1.00922 0.23 -0.33 0.09
C 1.29451 -3.72118 0.20313 -0.56 -1.72 -0.39
C 0.47882 -4.86729 1.10567 -0.34 1.83 0.37
Cl 0.00339 -6.30399 -0.02496 0.59 1.08 1.30
N 0.55977 -0.83884 -0.44377 3.95 -0.37 -2.26
F -0.51093 -1.02718 0.36530 -1.64 0.18 0.28
C -0.71504 -1.41948 -2.57692 -0.99 -0.87 0.23
O -0.86685 0.03597 -2.87149 -2.03 -0.67 1.52
C -2.13334 0.52844 -2.24183 -0.83 1.82 0.00
N -3.37643 0.02993 -2.99899 1.34 0.51 0.69
C -2.24802 2.18929 -2.27499 0.81 -0.51 1.25
C -0.80591 2.80266 -1.79368 -0.26 0.87 -0.54
C -0.87626 4.28580 -1.09878 0.89 -0.24 1.28
C -1.63528 4.27425 0.37874 -0.69 0.07 -0.64
C -1.88252 5.79509 0.98934 -0.03 -0.01 -0.97
C -0.50131 6.62271 1.30013 0.71 -0.74 -0.58
C 0.37125 6.04841 2.57323 0.26 1.05 0.40
C -0.52457 5.58443 3.86562 1.24 -0.18 0.75
C -0.26786 3.97588 4.08958 -0.04 -0.50 -0.76
O 0.94518 3.71420 4.92859 -2.39 0.53 0.39
C 0.64255 3.89013 6.35757 0.29 0.52 0.45
B -0.82831 -2.36554 -3.94719 -0.25 -0.61 -1.78
O -0.51398 -1.84646 -5.29656 -2.16 -1.21 2.02
O -1.25881 -3.78795 -3.86363 -1.39 2.84 -0.11
H 4.40248 1.42005 0.88463 -1.65 -1.33 -2.77
H 1.39581 1.31712 -2.64761 2.02 -1.13 0.10
H 3.03951 1.50351 -3.55379 -1.22 -1.45 1.78
H 3.38772 -0.90518 -3.96217 -2.25 0.45 1.17
H 1.56740 -0.57628 -4.35779 1.39 -0.33 2.04
H 2.87081 -1.87776 -1.59848 -1.86 0.01 -1.60
H 2.06696 -2.96701 -2.91867 -0.32 2.49 0.82
H -0.82037 -3.38381 -0.58680 2.08 0.38 -0.96
H 0.38948 -4.14430 -1.84537 -0.40 2.16 1.72
H 2.19534 -4.31983 -0.29976 -1.68 1.58 1.33
H 1.64860 -2.84078 0.88760 -0.75 -1.69 -1.40
H -0.56520 -4.42507 1.47305 2.32 -0.95 -0.87
H 1.07076 -5.20903 2.05544 -1.04 0.24 -2.12
H 0.70111 0.16062 -0.70772 -0.94 -1.01 0.41
H -1.68268 -1.70028 -1.93624 2.12 0.30 -1.26
H -2.19984 0.24249 -1.08867 0.29 0.21 -2.52
H -4.18853 0.59370 -2.62761 1.23 -0.81 -0.86
H -3.17590 0.27526 -3.99368 -0.56 -0.04 1.08
H -3.07999 2.45222 -1.46683 1.72 -0.60 -1.67
H -2.64122 2.60741 -3.29507 1.05 -0.90 1.78
H -0.13044 2.90433 -2.75941 -1.25 -0.35 2.06
H -0.29670 2.07205 -1.03248 -0.98 1.32 -1.46
H -1.36159 5.09235 -1.79396 0.88 -1.56 1.27
H 0.25189 4.59387 -0.86040 -2.39 -0.50 -0.80
H -1.10054 3.54543 1.14382 -0.93 1.60 -1.64
H -2.70667 3.82965 0.18094 1.97 0.80 0.57
H -2.45369 6.38720 0.13120 1.12 -1.18 1.81
H -2.62651 5.71012 1.88944 1.57 0.27 -1.59
H 0.19247 6.48139 0.34061 -1.76 0.17 2.34
H -0.66452 7.80268 1.37577 0.07 -2.82 0.19
H 1.06578 6.94744 2.93925 -1.41 -1.96 -0.91
H 1.11923 5.17064 2.27860 -1.80 1.85 0.48
H -1.65243 5.90203 3.83022 2.20 -0.82 -0.16
H -0.05653 6.12533 4.81848 -1.12 -1.20 -1.95
H -1.20038 3.39351 4.51523 1.79 1.25 -0.56
H -0.01934 3.46376 3.04093 -0.49 1.19 2.33
H -0.50332 4.09728 6.47802 2.16 -0.54 0.08
H 1.23963 4.83373 6.77974 -1.29 -2.04 -0.89
H 0.99480 2.92870 6.95564 -0.87 2.00 -1.30
H -1.18512 -2.18029 -5.97490 1.63 0.24 1.42
H -2.26374 -3.83499 -3.75546 2.11 0.04 0.03
C 1.36943 -9.14064 -2.18699 0.22 -0.31 -0.11
C -0.09237 -8.94770 -2.54684 0.30 0.33 0.75
O -0.37022 -9.48640 -3.84909 -0.54 -1.83 -0.73
C -0.54125 -10.84485 -3.91412 0.58 0.58 3.22
O -0.46325 -11.59157 -2.94177 -0.32 1.35 -2.67
C -0.87572 -11.27908 -5.33991 -0.38 -0.93 -2.44
F -0.05986 -10.70518 -6.27079 -0.50 -0.29 1.12
F -2.14924 -10.94346 -5.69216 0.94 -0.08 0.71
F -0.77157 -12.62556 -5.52555 0.01 1.35 0.70
H 2.01524 -8.71470 -2.96151 -0.14 0.09 0.13
H 1.59884 -8.66294 -1.23037 -0.09 -0.01 -0.14
H 1.62286 -10.20280 -2.11158 -0.13 0.14 0.08
H -0.31886 -7.87713 -2.59085 -0.07 -0.26 -0.34
H -0.75732 -9.38675 -1.79433 0.12 -0.13 -0.27
C 2.85524 12.38516 0.43989 -0.27 -0.13 0.25
C 3.01231 11.78660 -0.94598 0.22 0.80 0.12
O 2.62745 10.40271 -0.94811 -1.71 -0.99 -0.25
C 1.28071 10.15300 -1.00105 0.17 3.31 -0.05
O 0.42293 11.03158 -1.03903 1.67 -2.52 0.07
C 1.01180 8.64998 -1.04492 -0.62 -2.51 0.04
F 1.74168 7.95682 -0.12387 -0.23 1.14 -0.75
F 1.31947 8.10975 -2.25822 -0.12 0.86 0.83
F -0.29297 8.33456 -0.80746 1.25 1.22 -0.71
H 3.40965 11.79648 1.17776 0.06 0.12 -0.16
H 3.22053 13.41574 0.46004 -0.01 -0.15 -0.05
H 1.80736 12.38447 0.75619 0.13 0.08 -0.15
H 4.06603 11.82386 -1.24202 -0.23 -0.38 0.01
H 2.44665 12.34877 -1.69777 -0.09 -0.27 0.18
C -2.28521 -5.14302 3.98485 -0.06 0.15 0.35
C -1.78238 -6.57104 3.87762 -0.45 0.30 -0.64
O -0.97416 -6.91166 5.01517 -0.35 -0.71 1.79
C -1.65390 -7.24473 6.15792 -2.43 0.61 -2.13
O -2.87913 -7.25704 6.24620 3.01 -0.14 0.30
C -0.68165 -7.62901 7.27164 1.57 -0.54 2.10
F 0.35485 -6.75010 7.39299 -1.06 -0.52 -0.44
F -0.11936 -8.85296 7.06103 -0.71 0.95 -0.24
F -1.27258 -7.68746 8.49871 0.16 0.18 -1.52
H -1.44891 -4.45072 4.12517 -0.04 -0.10 -0.15
H -2.83563 -4.85784 3.08392 0.09 -0.08 0.07
H -2.94763 -5.01910 4.84737 0.02 -0.09 -0.19
H -1.14330 -6.66722 2.99349 0.14 -0.13 0.37
H -2.60625 -7.28393 3.75839 0.16 0.11 0.26

***

Entry 2:
97
Properties=species:S:1:pos:R:3:forces:R:3 method="wB97M-V/def2-TZVPD" fmax_ha_per_bohr=0.0535 spin_multiplicity=4 homo_ev="-7.668 / -7.611"
O -2.52794 0.45930 1.73247 0.38 -1.25 -0.36
O -3.14840 1.22205 -5.23242 0.73 -0.54 0.99
C -2.85954 -0.93151 1.48648 0.94 -0.22 0.04
C -4.08961 -1.45610 2.18078 -0.27 0.10 0.74
H -1.99866 -1.51396 1.88056 -0.50 0.49 -0.37
H -2.92130 -1.13190 0.41336 0.07 0.14 0.05
H -3.94406 -1.52584 3.27054 -0.04 0.31 -0.33
H -4.27705 -2.48041 1.86257 0.02 -0.08 -0.23
H -4.98490 -0.86901 1.97461 0.01 0.04 0.00
C -3.03448 1.44895 0.82086 -0.07 0.90 0.10
C -3.88355 0.99073 -0.34557 -0.27 -0.21 -0.17
H -2.19630 2.00295 0.40129 0.34 -0.08 0.10
H -3.53727 2.18604 1.45632 -0.25 -0.20 -0.19
H -3.28407 0.47722 -1.10403 -0.06 -0.08 0.13
H -4.31991 1.86243 -0.86357 0.14 -0.25 0.44
H -4.69401 0.32558 -0.02805 0.02 0.18 -0.18
C -2.19642 2.02105 -4.51083 0.25 0.25 0.03
C -2.62115 -0.09535 -5.42035 0.14 -0.12 -0.19
C -2.88581 3.19838 -3.82781 -0.13 -0.03 0.03
H -1.44339 2.40903 -5.22923 -0.24 -0.26 0.26
H -1.64240 1.43068 -3.73444 -0.46 0.16 -0.65
H -3.67985 3.58666 -4.47448 0.18 0.02 0.09
H -2.16300 4.00049 -3.62833 -0.15 -0.18 -0.11
H -3.33285 2.92642 -2.86178 0.05 -0.08 -0.33
C -3.65186 -1.00282 -6.06698 -0.13 0.18 -0.02
H -2.28693 -0.54454 -4.45474 -0.13 0.44 -0.43
H -1.74375 -0.02855 -6.09881 -0.18 -0.05 0.39
H -4.50641 -1.21411 -5.41747 0.12 0.20 -0.01
H -3.19925 -1.96416 -6.32245 0.05 0.11 -0.02
H -4.01387 -0.53007 -6.98220 -0.06 -0.13 0.02
H 1.03552 -0.38018 -1.72326 0.21 0.11 -0.35
N 0.88979 -0.83792 2.67795 0.78 -2.14 0.69
C 2.16581 -1.21215 2.49030 -0.27 0.11 -0.17
C 3.05750 -0.54604 1.67108 0.52 -1.05 0.18
C 2.89077 0.71419 1.12179 -1.17 1.35 0.01
C 2.69559 -2.43072 3.18598 0.47 -0.36 -0.05
H 2.16829 -3.34182 2.87475 0.18 0.23 0.31
H 2.64459 -2.33858 4.28231 -0.13 -0.02 -0.36
H 3.74781 -2.52310 2.88906 -0.28 -0.19 0.29
C 4.07023 1.28201 0.37255 0.49 -0.02 -0.05
H 4.61175 2.04006 0.96303 -0.33 -0.17 -0.18
H 3.77829 1.73111 -0.58265 0.04 0.00 0.34
H 4.77835 0.46708 0.16527 -0.19 0.28 0.03
N 1.77592 1.41710 1.32381 0.47 -0.92 -0.08
C 0.04017 -1.70268 3.43519 0.63 -0.76 0.54
C -0.40897 -2.92406 2.89128 -0.51 0.47 0.22
C 0.06242 -3.42653 1.55237 0.02 -0.14 -0.39
C -1.42085 -3.60374 3.57661 0.15 0.45 0.41
H -1.84568 -4.50003 3.12859 0.05 0.09 0.18
C -1.90470 -3.10523 4.79655 0.05 -0.38 -0.22
H -2.72592 -3.62084 5.29468 0.20 0.13 -0.10
C -1.31504 -1.99524 5.39402 -0.17 -0.15 0.14
H -1.65830 -1.62138 6.36772 0.15 -0.32 -0.39
C -0.28543 -1.31984 4.74982 -0.37 0.01 -0.65
C 0.40132 -0.15712 5.39417 0.01 0.30 0.35
C 1.84247 2.80956 1.09452 0.83 0.85 -0.65
C 1.52174 3.34999 -0.17438 -0.01 -0.06 0.78
C 1.27509 2.43558 -1.34631 -0.31 -0.08 -0.13
C 1.46788 4.73691 -0.29591 0.08 0.03 0.11
H 1.18901 5.17199 -1.25687 0.07 -0.05 0.24
C 1.77261 5.55823 0.78957 0.12 -0.06 -0.10
H 1.71856 6.63649 0.67965 -0.07 -0.09 0.01
C 2.21199 5.01175 1.99215 0.07 -0.09 -0.29
H 2.47430 5.65696 2.82990 -0.01 -0.08 -0.21
C 2.31046 3.63190 2.14815 -0.48 -0.09 -0.49
C 2.86198 3.05394 3.42340 0.07 -0.05 0.29
Co -0.03554 0.68339 2.29550 -0.05 2.47 -1.22
H -0.67146 -3.20614 0.76189 0.10 -0.06 0.18
H 0.19604 -4.51697 1.58510 -0.10 0.24 -0.02
H 1.01207 -2.98999 1.22301 -0.33 -0.04 0.10
H 1.47839 -0.13731 5.17896 -0.28 0.01 -0.02
H 0.27410 -0.22459 6.47996 0.04 0.08 -0.15
H -0.03543 0.80009 5.06650 0.23 -0.21 0.13
H 0.71248 2.92941 -2.14944 0.12 0.02 0.23
H 0.70523 1.54838 -1.04051 0.15 0.22 -0.05
H 2.21846 2.08283 -1.79499 -0.30 0.07 0.15
H 2.36704 2.12690 3.73423 0.01 0.17 -0.19
H 2.75590 3.77037 4.24828 0.03 -0.12 -0.23
H 3.93479 2.82949 3.32083 -0.20 0.03 -0.02
H 4.02922 -1.02205 1.51328 -0.40 0.20 0.12
C 0.53021 -1.13528 -2.32804 -0.89 0.16 -0.14
Si 1.70042 -2.26877 -3.24897 -0.54 0.34 0.36
H -0.11915 -1.63036 -1.60711 -0.12 -0.34 0.00
H -0.13984 -0.64691 -3.07288 0.40 -0.07 0.55
C 0.80052 -3.84974 -3.79555 0.10 0.08 -0.18
C 3.03916 -2.69690 -2.01531 0.54 -0.33 -0.02
C 2.24594 -1.14886 -4.66875 0.17 -0.14 -0.57
H 1.40638 -0.54646 -5.06055 0.15 -0.36 0.28
H 2.65526 -1.68838 -5.53569 0.03 0.10 0.25
H 3.00116 -0.42222 -4.34268 -0.06 -0.20 0.04
H 0.35972 -4.37894 -2.93701 0.10 0.26 -0.16
H 1.48509 -4.55835 -4.27914 -0.03 0.15 0.06
H -0.00142 -3.64578 -4.52240 0.18 0.02 0.26
H 2.65056 -3.04965 -1.05642 -0.31 0.01 -0.11
H 3.67734 -1.84735 -1.76597 -0.02 0.14 -0.15
H 3.69382 -3.49423 -2.37523 0.08 0.02 -0.07
I -0.75379 2.95714 3.13593 -0.63 0.16 0.49